Here is C20H21BBeN5O5 as an isolated structure from OMol25. Energies are from ωB97M-V/def2-TZVPD.

```
53
Properties=species:S:1:pos:R:3:forces:R:3:lowdin_charge:R:1
Be 0.157730 -0.154605 0.740051 0.3 0.6 0.2 0.0609
N -4.764886 2.063635 1.282917 0.1 0.2 -0.1 0.1895
C -4.024190 3.162405 0.998580 -0.3 -0.2 0.1 -0.4998
O -4.483652 4.291848 1.040334 0.1 0.0 -0.1 0.0416
C -2.599085 2.911588 0.616085 0.2 0.2 0.0 -0.0977
C -1.915056 3.876244 -0.116502 0.0 -0.1 0.1 0.0145
C -0.594712 3.651457 -0.459225 0.0 -0.1 0.0 -0.0224
C -0.003926 2.458819 -0.075024 0.0 0.2 0.1 -0.0719
N -0.655004 1.539631 0.631266 0.1 -0.3 -0.2 0.0857
C -1.915705 1.764815 0.980136 -0.2 0.0 0.0 -0.0278
H -5.724585 2.205754 1.541930 0.0 0.0 0.0 0.1126
H -4.423605 1.121361 1.189255 0.0 -0.1 0.0 0.0599
H -2.434384 4.781660 -0.400853 0.0 0.0 0.0 0.1217
H -0.033904 4.374392 -1.033985 0.0 0.0 0.0 0.1082
H 1.023438 2.228352 -0.325026 0.0 -0.1 0.0 0.1225
H -2.379508 0.981553 1.569229 0.0 0.1 -0.1 0.0983
O -0.799419 0.413829 -2.281661 0.1 -0.1 0.1 0.0557
C 0.047213 -0.399891 -1.931230 -0.4 0.1 -0.1 -0.5360
O 0.518026 -0.567738 -0.750585 0.3 -0.1 -0.1 -0.0387
C 0.627854 -1.344605 -2.965864 0.1 0.0 0.1 -0.0954
C 0.040483 -1.437783 -4.220080 0.0 0.1 0.0 -0.0027
C 0.558809 -2.294850 -5.180833 0.0 0.0 0.0 -0.0612
C 1.679368 -3.053758 -4.899246 0.3 -0.2 0.1 -0.0088
C 2.266795 -2.947938 -3.644508 -0.6 0.5 -0.2 -0.1377
C 1.747395 -2.108724 -2.669912 0.2 -0.2 0.0 0.0754
N 3.455130 -3.738176 -3.352644 0.4 -0.4 0.1 -0.3574
O 3.901466 -4.449454 -4.238153 -0.1 0.1 -0.1 0.0552
O 3.940106 -3.661102 -2.243083 0.0 0.1 0.0 0.0839
H -0.827687 -0.825417 -4.426981 0.0 0.0 0.0 0.1191
H 0.092685 -2.367380 -6.154449 0.0 0.0 0.0 0.1033
H 2.111416 -3.729721 -5.621916 0.0 0.0 0.0 0.1128
H 2.205034 -2.045027 -1.693627 0.0 0.0 0.0 0.1265
B -3.601853 -1.726197 2.153182 -0.3 0.0 0.1 -0.4031
C -2.185661 -1.405798 1.595443 0.5 0.0 -0.1 -0.1456
N -1.136980 -1.069594 1.253956 -0.4 -0.3 0.1 0.1877
H -4.360680 -0.926358 1.631332 -0.1 0.0 0.0 -0.0073
H -3.903721 -2.862754 1.885535 0.0 0.0 0.0 0.0023
H -3.530926 -1.544910 3.348946 0.0 0.0 0.0 0.0123
C 0.043223 -0.128277 3.922050 0.1 0.0 -0.2 -0.0569
C 1.337408 0.037538 3.184984 0.1 0.2 0.2 -0.3572
C 2.574419 0.262613 3.749696 -0.1 0.0 0.1 -0.0981
C 3.492798 0.408273 2.686518 0.0 0.0 -0.2 -0.0987
C 2.773321 0.268839 1.518132 0.2 0.0 0.1 -0.3506
C 3.331179 0.363240 0.125151 0.0 0.0 0.1 -0.0521
N 1.446674 0.038928 1.811697 -0.1 -0.2 -0.2 0.0393
H 0.202244 0.088706 4.978062 0.0 0.0 0.0 0.0699
H -0.358147 -1.138890 3.834219 -0.1 0.0 0.0 0.0646
H -0.722839 0.555965 3.546828 0.0 0.0 0.1 0.0580
H 2.789901 0.315409 4.807183 -0.1 0.0 0.0 0.0821
H 4.553120 0.602009 2.762547 0.0 0.0 0.0 0.0837
H 4.099498 -0.396366 -0.042312 0.0 0.0 0.0 0.0734
H 3.803888 1.337180 -0.033943 0.0 0.0 -0.1 0.0696
H 2.559495 0.219274 -0.623601 0.0 0.0 -0.1 0.0369
```
Positions in Å, forces in eV/Å.

The total energy is -39851.996 eV. As for the charge: -1. The value obtained for the frontier orbital gap is 5.8 eV. The maximum force comes out at 0.80 eV/A.

---

Here is C31H40CsF2N3OP2 as an isolated structure from OMol25. Energies are from ωB97M-V/def2-TZVPD.

```
80
Properties=species:S:1:pos:R:3:forces:R:3:lowdin_charge:R:1
Cs -0.761678 0.536738 2.226781 0.0 0.1 0.2 0.8556
F 1.557099 -2.410052 6.897970 0.3 0.2 -1.1 0.0060
C 1.999474 -1.731528 5.765751 -0.2 -0.1 1.1 -0.2722
C 1.241102 -1.642153 4.617986 0.3 -1.1 0.5 -0.1475
C 1.637563 -0.832315 3.569751 -0.7 0.7 -1.1 -0.2011
C 2.772045 -0.000978 3.731076 -0.5 -0.9 0.8 -0.2014
C 3.518199 -0.201356 4.872985 0.7 0.4 -0.1 -0.2425
F 4.655054 0.506373 5.117443 0.3 0.4 -0.3 0.0405
C 3.189082 -1.068593 5.879499 0.2 -0.2 1.2 0.0264
C 3.038924 1.087659 2.785465 0.1 0.3 -0.7 -0.2479
C 4.274652 1.339585 2.182674 0.5 0.0 -0.1 -0.0132
C 4.421755 2.414951 1.334025 0.4 1.2 -0.8 -0.0672
C 3.325551 3.245902 1.008393 0.2 -0.8 1.1 -0.0619
C 2.136501 2.888506 1.618147 0.4 -1.0 -0.1 -0.1681
N 1.988298 1.841820 2.451158 -0.2 0.7 -0.1 0.0212
H 0.441307 -2.378921 4.573383 -0.4 0.3 -0.3 0.0839
H 3.796877 -1.136398 6.785499 -0.2 0.1 -0.4 0.1326
H 5.141620 0.700047 2.328000 -0.3 0.0 0.3 0.1202
H 5.423777 2.651515 0.923962 -0.7 -0.3 0.2 0.1134
H 3.343389 4.139826 0.399520 0.4 -0.2 -0.1 0.0971
H 1.227943 3.386998 1.345553 -0.5 0.5 0.1 0.0816
C -2.814602 0.564565 -0.725550 1.4 -0.1 -0.9 -0.2813
P -1.008142 0.719635 -1.390717 -0.6 -0.1 -0.3 0.9797
C -1.172464 -0.731426 -2.564685 -0.4 0.5 0.4 -0.3988
N -1.381167 -0.518331 -3.836658 -0.1 -0.4 0.2 0.1380
C -1.713387 -1.609040 -4.601342 0.5 1.0 0.1 -0.2199
C -1.951661 -1.438333 -5.971082 0.1 0.6 0.1 -0.0229
C -2.310610 -2.503977 -6.728818 -0.6 -0.9 0.2 -0.0649
C -2.444829 -3.806381 -6.141890 0.3 1.5 0.2 -0.0531
C -2.225231 -3.953891 -4.800304 -0.3 -0.5 -1.2 -0.0150
C -1.862822 -2.851735 -4.032304 0.0 -0.6 1.1 -0.2335
N -1.663351 -3.060563 -2.703052 0.5 0.3 0.7 0.1405
C -1.278005 -2.047602 -1.958686 0.3 -0.4 -1.1 -0.4013
P -0.802055 -2.382377 -0.203006 -0.2 -0.1 0.0 0.9722
C -1.735291 -3.924271 0.049091 -1.3 0.5 -0.1 -0.2903
C 0.987125 -2.991752 -0.291186 -0.9 1.0 -0.4 -0.7284
C 1.347006 -3.768906 -1.549226 1.7 0.3 -0.7 -0.0931
C 1.185797 -3.775128 0.979894 -0.8 -1.8 0.5 -0.1165
C 1.762074 -1.670576 -0.201049 -0.3 -0.4 0.3 -0.1261
C -1.023084 2.310303 -2.457194 0.7 -0.9 -0.6 -0.7035
C -0.776193 3.394420 -1.402783 -0.5 0.2 0.3 -0.1402
C -2.325276 2.561783 -3.238249 0.4 1.1 -0.4 -0.1042
C 0.256600 2.270838 -3.427399 -1.9 -0.2 0.1 -0.0813
H -3.499120 0.372648 -1.549869 0.0 -0.2 0.0 0.0393
H -3.060404 1.531484 -0.312055 -0.2 0.1 0.5 0.0135
H -2.805118 -0.272186 -0.005078 -0.2 0.5 -0.2 -0.0169
H -1.881721 -0.407858 -6.294592 0.0 -0.1 -0.5 0.1148
H -2.648998 -2.386671 -7.744000 0.3 0.1 -0.3 0.1006
H -2.766167 -4.596772 -6.778707 -0.1 -0.6 -0.2 0.0943
H -2.337402 -4.899785 -4.315747 0.0 -0.4 0.3 0.1106
H -1.417667 -4.761159 -0.552357 0.1 -0.2 -0.3 0.0324
H -2.824948 -3.715893 -0.147826 1.0 -0.3 0.2 0.0600
H -1.626467 -4.146367 1.099700 -0.1 -0.3 0.3 0.0236
H 0.825141 -4.730000 -1.728253 0.1 0.7 0.2 0.0823
H 2.459824 -3.984658 -1.471745 -1.1 -0.1 0.0 0.1008
H 1.313959 -3.108889 -2.457476 -0.4 -0.6 0.7 0.0860
H 0.810906 -4.820965 0.871282 0.0 0.6 -0.1 0.0913
H 0.666256 -3.369359 1.854624 0.1 0.3 -0.1 0.0683
H 2.208464 -3.915806 1.279943 0.7 0.3 -0.1 0.0849
H 1.572946 -1.031700 -1.054869 -0.2 0.3 -0.2 0.0522
H 2.811872 -1.912027 -0.208798 0.6 0.1 0.2 0.0823
H 1.476673 -1.168136 0.744065 0.5 -0.1 -0.4 0.0347
H -1.664578 3.518071 -0.726757 0.8 0.0 -0.5 0.0870
H -0.566940 4.359618 -1.887620 -0.2 -0.2 0.1 0.0870
H 0.098261 3.120880 -0.793245 -0.2 0.2 -0.1 0.0484
H -3.165514 2.707129 -2.580977 -0.4 -0.1 0.5 0.0574
H -2.636717 1.847602 -3.998767 0.5 -0.4 0.2 0.0649
H -2.247493 3.530925 -3.773179 0.2 -0.3 0.2 0.0889
H 1.119922 1.907023 -2.867837 0.0 -0.2 -0.2 0.0631
H 0.470043 3.309403 -3.747085 -0.1 -0.5 0.0 0.0776
H -0.019118 1.625350 -4.310841 0.7 0.7 1.0 0.0748
C -1.709517 5.471950 4.799508 -0.1 0.6 -0.2 -0.0790
C -1.574402 3.986301 4.553027 -2.1 0.2 -0.4 -0.2983
O -1.984094 3.506469 3.264614 0.4 0.0 -0.8 -0.1588
H -1.412003 5.693152 5.828184 0.2 -0.1 -0.1 0.0778
H -2.713561 5.930520 4.690241 0.3 -0.7 -0.1 0.0824
H -1.041914 6.008305 4.125541 0.0 0.1 0.0 0.0740
H -2.142343 3.434178 5.268515 -0.5 -0.3 0.9 0.1022
H -0.583561 3.663199 4.656629 1.6 -0.3 0.0 0.0989
H -2.923464 3.579145 3.052982 0.2 0.3 0.7 0.0849
```
Positions in Å, forces in eV/Å.

As for the energy above the lowest of the compared OMol25 structures with the same formula, charge and spin: 37.4 kJ/mol. The total energy is -63872.419 eV. The value obtained for the frontier orbital gap is 5.8 eV. The maximum force comes out at 2.20 eV/A.

---

> frontier orbital gap of number 1 (C20H21BBeN5O5)?

5.8 eV

---

> What is the maximum force in the first record?

0.80 eV/A